Molecular formula: C39H28BrCdN7P2S2Se2
Method: DFT, ωB97M-V/def2-TZVPD

Geometry (Å):
C -4.05 -1.99 3.52
C 3.13 0.99 2.50
H -5.79 1.92 3.48
C 2.04 5.10 2.09
C 0.91 -0.09 3.77
C -1.32 -3.14 -5.89
H -4.56 0.86 5.35
N -0.77 0.62 -2.13
H 0.17 -0.37 -6.08
N -1.85 -2.46 -4.83
C -2.92 -0.86 1.73
C -4.71 1.84 3.44
N 4.54 3.22 -4.93
C 3.82 0.96 -2.41
H 3.99 1.41 1.99
C 1.94 4.51 0.83
C 3.02 1.05 3.88
H -2.80 -3.12 4.85
C -2.83 -2.48 3.98
H 3.80 1.53 4.47
H 2.22 0.34 0.67
C 1.91 0.51 4.52
C 3.42 1.24 -3.68
C 4.04 2.35 -4.36
Se 0.65 -2.82 0.59
C -4.02 1.24 4.49
C -0.12 4.20 2.69
C 4.80 1.81 -1.79
C -1.18 1.42 -0.17
C -2.64 2.21 2.28
S 2.21 0.40 -4.61
C 2.46 -4.86 -5.19
C -1.66 -2.16 3.32
H 1.10 5.40 3.99
H -4.54 2.81 1.52
H 3.06 -5.04 -6.07
N -0.37 -0.31 -1.27
N -0.44 -1.15 -5.91
H -1.48 -0.46 -4.17
H -0.92 4.10 3.41
Br 2.04 -7.69 -5.25
S 3.26 -0.33 -1.37
H 0.57 -6.56 -2.94
C 1.01 -0.15 2.39
C -4.09 -1.19 2.39
C 0.92 -4.43 -2.93
H 0.21 -2.55 -7.42
P -1.74 2.83 0.81
C 2.13 0.39 1.75
H -5.04 -0.83 2.01
C -1.29 -1.27 -4.86
H 1.83 0.56 5.60
N 5.58 2.48 -1.25
Se -2.88 4.24 -0.26
H -2.95 -0.23 0.85
C -0.22 3.62 1.43
H 2.74 4.61 0.11
C 0.81 3.77 0.51
C -1.95 1.62 3.33
H 0.73 3.31 -0.47
H -0.88 1.55 3.29
H -0.72 -2.59 3.64
C -1.69 -1.33 2.20
C 2.29 -3.58 -4.67
C 1.52 -3.32 -3.54
H -1.57 -4.18 -6.09
H 0.30 -4.29 -2.04
C -2.64 1.14 4.44
H -2.10 0.67 5.25
C -4.02 2.33 2.34
H 0.05 -0.51 4.28
C 1.01 4.94 3.01
P -0.15 -1.00 1.28
C 1.83 -5.92 -4.55
Cd 1.33 -1.28 -2.80
H 2.92 5.68 2.34
C -0.59 0.15 -0.03
N -1.25 1.67 -1.50
H 2.78 -2.76 -5.19
C -0.43 -2.36 -6.57
C 1.06 -5.72 -3.42
H -4.97 -2.25 4.04

Values from the calculation:
Energy relative to the best compared isomer or geometry (same formula, charge and spin) = 0.8 kcal/mol
Electronic energy = -10910.13013 hartree
Max |F| = 0.0115 hartree/bohr
LUMO = 0.1342 Ha
HOMO level = -2.25 eV
Charge = -2